Computed, not measured: a cluster of 2 separate species, C3H3N2OS in total in a non-equilibrium geometry, with the ωB97M-V functional and the def2-TZVPD basis.

The geometry in XYZ format:
```
10
Properties=species:S:1:pos:R:3:forces:R:3
C -0.349999 1.404682 0.393746 -0.131 -0.196 -0.973
C -0.692785 1.023803 -0.922058 -0.509 -0.568 0.076
C 1.723293 -2.027325 0.167473 -0.049 -0.016 -0.062
N 0.861712 -1.354937 -0.155483 0.321 -0.103 0.105
N -0.816776 0.587685 1.281924 0.295 0.476 1.282
O -1.500586 -0.383495 0.772502 -0.699 -1.068 -0.656
S -1.549793 -0.393785 -0.874690 0.295 1.587 0.344
H 0.233512 2.254355 0.693878 0.072 0.174 0.039
H -0.426094 1.549313 -1.819849 0.002 0.014 -0.296
H 2.517513 -2.660300 0.462555 0.403 -0.300 0.143
```
Forces are in eV/Å.

* charge: +1
* orbital gap: 10.088 eV
* 2S+1: 1
* HOMO level: -16.43 eV
* E_LUMO: -0.2331 Ha



Computed, not measured: a cluster of 2 separate species, C3H3N2P in total in a non-equilibrium geometry, with the ωB97M-V functional and the def2-TZVPD basis.

The geometry in XYZ format:
```
9
Properties=species:S:1:pos:R:3:forces:R:3
C 1.074033 -1.128269 0.681946 0.073 -0.513 -0.023
C 1.252353 1.768625 -0.018753 -1.269 -4.952 -1.985
C -1.189259 -0.306486 -0.500759 3.588 -1.269 1.897
N 1.224458 -1.787715 1.610050 0.177 -0.073 0.362
N 1.410978 2.852960 0.282735 0.357 1.992 0.636
P 0.652509 -0.478993 -0.895357 0.094 3.542 0.966
H -1.215193 -0.497325 0.551871 -0.524 0.118 0.574
H -1.694826 -1.043402 -0.992785 -1.384 -1.962 -1.549
H -1.515053 0.620606 -0.718948 -1.113 3.118 -0.879
```
Forces are in eV/Å.

* orbital gap: 9.166 eV
* 2S+1: 1
* HOMO level: -11.38 eV
* E_LUMO: -0.0815 Ha



Computed, not measured: a cluster of 2 separate species, C3H3N2P in total in a non-equilibrium geometry, with the ωB97M-V functional and the def2-TZVPD basis.

The geometry in XYZ format:
```
9
Properties=species:S:1:pos:R:3:forces:R:3
C 0.837378 -1.223342 0.187572 1.130 -4.150 -1.266
C 1.093807 1.067778 -0.317967 1.120 4.520 -0.748
C 0.294190 0.036419 0.206446 0.927 0.960 -0.243
N 1.192040 -2.332569 -0.020146 -0.683 2.568 0.845
N 1.567562 2.121213 -0.623675 -1.378 -3.838 0.869
P -1.053274 0.339088 1.329739 -0.582 -1.659 0.340
H -0.551241 0.002576 -2.232409 -0.029 -0.049 0.054
H -1.518714 -1.047236 1.028513 -0.100 1.477 0.510
H -1.861750 1.036074 0.441930 -0.404 0.172 -0.360
```
Forces are in eV/Å.

* orbital gap (alpha / beta): 8.408 / 8.811 eV
* 2S+1: 1
* HOMO level (alpha / beta): -11.16 / -9.55 eV
* E_LUMO (alpha / beta): -0.1010 / -0.0270 Ha



Computed, not measured: an isolated molecule of C3H3N3 in a non-equilibrium geometry, with the ωB97M-V functional and the def2-TZVPD basis.

The geometry in XYZ format:
```
9
Properties=species:S:1:pos:R:3:forces:R:3
C -0.000464 0.847310 -0.134342 0.159 -0.211 0.085
C 1.189437 0.094717 -0.012188 -0.741 -0.036 0.025
N 1.183655 -1.226422 0.022050 -1.726 -0.021 0.341
N -0.080471 -1.870657 0.077103 1.450 1.224 0.053
N -1.176896 -1.200581 0.184471 0.649 0.614 -0.273
C -1.181961 0.169739 0.049732 0.388 -0.546 -0.136
H 0.132712 1.902817 -0.365193 -0.557 -0.136 0.304
H 2.120841 0.678196 0.090621 -0.194 -0.875 -0.322
H -2.186850 0.604882 0.087742 0.572 -0.013 -0.076
```
Forces are in eV/Å.

* orbital gap: 9.907 eV
* 2S+1: 1
* HOMO level: -9.99 eV
* E_LUMO: -0.0030 Ha



Computed, not measured: an isolated molecule of C3H3N3 in a non-equilibrium geometry, with the ωB97M-V functional and the def2-TZVPD basis.

The geometry in XYZ format:
```
9
Properties=species:S:1:pos:R:3:forces:R:3
C 0.109083 -0.560330 0.666856 -0.168 0.183 0.183
C -0.205568 -1.010050 -0.594305 0.182 0.369 0.004
N -0.482552 -0.073248 -1.522475 0.405 -0.297 -0.025
N 0.058143 1.093005 -1.344807 0.860 0.224 -1.978
N 0.609509 1.550803 -0.230963 -2.135 -0.072 0.093
C 0.189471 0.833865 0.803111 0.234 -0.381 0.527
H 0.283844 -1.208290 1.515230 -0.488 -0.032 0.038
H -0.327702 -2.048866 -0.901872 -0.021 0.287 0.265
H -0.234227 1.423110 1.609225 1.131 -0.282 0.894
```
Forces are in eV/Å.

* orbital gap (alpha / beta): 9.380 / 9.381 eV
* 2S+1: 1
* HOMO level (alpha / beta): -9.62 / -9.62 eV
* E_LUMO (alpha / beta): -0.0086 / -0.0086 Ha



Computed, not measured: an isolated molecule of C3H3N3 in a non-equilibrium geometry, with the ωB97M-V functional and the def2-TZVPD basis.

The geometry in XYZ format:
```
9
Properties=species:S:1:pos:R:3:forces:R:3
N -0.674200 -1.099834 -0.127180 -0.038 -0.083 -0.089
C 0.091964 0.028874 0.346059 0.099 0.030 0.108
C 1.506765 -0.133552 -0.058392 1.047 -0.100 -0.277
N 2.606907 -0.290317 -0.373031 -1.085 0.184 0.309
C -0.392586 1.367424 -0.089929 -0.386 0.882 -0.317
N -0.802876 2.390556 -0.438275 0.388 -1.045 0.355
H -1.513408 -1.250993 0.412250 -0.063 0.128 -0.046
H -0.893498 -1.035062 -1.113668 0.003 -0.009 0.098
H 0.070935 0.022907 1.442165 0.036 0.012 -0.141
```
Forces are in eV/Å.

* orbital gap: 11.506 eV
* 2S+1: 1
* HOMO level: -11.20 eV
* E_LUMO: 0.0114 Ha



Computed, not measured: a cluster of 2 separate species, C3H3N3O in total in a non-equilibrium geometry, with the ωB97M-V functional and the def2-TZVPD basis.

The geometry in XYZ format:
```
10
Properties=species:S:1:pos:R:3:forces:R:3
N -0.125139 -0.819956 1.823335 1.208 1.258 -0.076
C -0.000093 -0.182886 0.805428 0.129 1.060 1.936
N -1.151965 -2.384537 0.095210 0.833 0.043 -2.043
N -0.418327 -1.892783 -0.561920 -1.641 -2.037 0.356
O 0.881981 0.135564 -2.197475 -0.090 0.300 0.200
C 0.609542 1.005537 -1.397723 -0.046 -0.216 -0.324
C 0.178426 0.833907 -0.025598 0.042 0.077 -0.115
H -0.780207 -0.483202 2.501325 -0.852 -0.617 0.358
H 0.731828 2.078247 -1.653443 -0.052 -0.147 -0.095
H 0.073954 1.710110 0.610861 0.469 0.279 -0.196
```
Forces are in eV/Å.

* orbital gap: 8.685 eV
* 2S+1: 1
* HOMO level: -9.21 eV
* E_LUMO: -0.0192 Ha



Computed, not measured: an isolated molecule of C3H3N3O in a non-equilibrium geometry, with the ωB97M-V functional and the def2-TZVPD basis.

The geometry in XYZ format:
```
10
Properties=species:S:1:pos:R:3:forces:R:3
C -0.236440 0.655044 -1.441948 -1.887 -3.463 2.652
C 0.011734 -0.891536 0.336563 -1.235 1.438 0.056
C -0.590736 -1.029468 -0.892899 3.084 6.433 -0.415
N 0.126483 1.238107 -0.364517 0.651 1.408 0.243
N -1.030347 -2.203226 -1.273426 -1.324 -3.099 -0.479
N 0.244891 0.408766 0.695241 0.076 -2.455 -1.026
O -1.828497 -2.385367 -2.176718 0.543 0.731 -0.123
H -0.477010 1.320924 -2.245341 -0.042 -0.464 -0.782
H 0.108508 -1.633382 1.071774 0.149 -0.983 0.710
H 0.559954 0.666936 1.627510 -0.016 0.454 -0.835
```
Forces are in eV/Å.

* orbital gap (alpha / beta): 8.040 / 8.039 eV
* 2S+1: 1
* HOMO level (alpha / beta): -8.57 / -8.57 eV
* E_LUMO (alpha / beta): -0.0195 / -0.0196 Ha



Computed, not measured: an isolated molecule of C3H3N3O, with the ωB97M-V functional and the def2-TZVPD basis.

The geometry in XYZ format:
```
10
Properties=species:S:1:pos:R:3:forces:R:3
O 0.144081 1.590428 1.930678 -0.141 -0.339 -0.092
C 0.045305 0.709272 1.111733 0.007 0.120 0.047
N -1.057261 0.650272 0.247624 0.074 0.173 -0.029
N -1.065836 0.072974 -0.952721 0.285 -0.135 0.064
C -0.042767 -0.678750 -1.215800 -0.124 0.069 0.028
C 0.948597 -0.933204 -0.203486 -0.016 0.111 0.114
N 0.972814 -0.321584 0.934127 0.012 0.054 -0.304
H -1.803756 1.313368 0.415607 0.096 -0.100 -0.030
H 0.003384 -1.125126 -2.202843 -0.056 -0.016 0.177
H 1.710363 -1.694028 -0.379738 -0.135 0.064 0.025
```
Forces are in eV/Å.

* orbital gap: 9.490 eV
* 2S+1: 1
* HOMO level: -9.95 eV
* E_LUMO: -0.0170 Ha



Computed, not measured: an isolated molecule of C3H3N3O, with the ωB97M-V functional and the def2-TZVPD basis.

The geometry in XYZ format:
```
10
Properties=species:S:1:pos:R:3:forces:R:3
O -1.374442 1.940493 -1.001414 0.371 -0.105 0.408
C -0.437504 1.689696 -0.293960 -0.364 0.143 -0.230
N -0.068100 0.368396 0.013714 -0.199 -0.017 -0.117
C -0.768482 -0.775908 -0.216817 0.001 -0.091 -0.120
N -0.073286 -1.811074 0.160535 0.146 0.186 -0.342
C 1.107495 -1.246963 0.566266 0.189 -0.049 -0.103
N 1.154545 0.061770 0.524899 -0.046 -0.270 -0.039
H 0.209831 2.432342 0.194128 0.052 -0.124 -0.117
H -1.721042 -0.798384 -0.720363 -0.107 0.155 0.241
H 1.970986 -1.860368 0.773011 -0.043 0.173 0.419
```
Forces are in eV/Å.

* orbital gap: 10.827 eV
* 2S+1: 1
* HOMO level: -10.75 eV
* E_LUMO: 0.0030 Ha



Number 1: E -698.666299 Ha. Number 2: E -566.863726 Ha. Number 3: E -566.772287 Ha. Number 4: E -280.301011 Ha. Number 5: E -280.267433 Ha. Number 6: E -280.347036 Ha. Number 7: E -355.545122 Ha. Number 8: E -355.453433 Ha. Number 9: E -355.604133 Ha. Number 10: E -355.616095 Ha.